ORCA calculation (wB97M-V/def2-TZVPD) on one molecule with the formula C5H10N4.

Computed properties:
molecular weight	126.16	g/mol
DFT total energy	-11302.01235	eV
HOMO level (alpha / beta)	-0.3062 / -0.3062	hartree
LUMO level (alpha / beta)	-0.01 / -0.01	eV
Kohn-Sham gap (alpha / beta)	8.3 / 8.3	eV

```
! wB97M-V def2-TZVPD RIJCOSX def2/J DEFGRID3
* xyz 0 1
C 1.5477 -1.1275 -0.1277
C -0.7074 0.4550 2.3540
N 0.1474 -1.0227 -0.5330
C -0.5272 0.9003 0.9870
C -0.4423 1.4669 -0.1343
N -0.4138 -2.2797 -0.8492
N -0.3201 2.6629 -0.7738
C -0.1410 0.1132 -1.3807
N -0.3108 0.3480 -2.5337
H 0.1583 -2.9337 -1.3837
H -1.1742 -2.1743 -1.5195
H -0.3663 2.5451 -1.7837
H -0.8825 3.4273 -0.4331
H 1.6279 -1.8127 0.7168
H 2.1879 -1.4841 -0.9416
H 1.9031 -0.1366 0.1514
H -1.0630 1.2933 2.9654
H 0.2288 0.1007 2.7949
H -1.4526 -0.3415 2.4246
*
```

These are the Mulliken partial charges, in e, on atoms 1 to 2: atom 1 (C): -1.0767, atom 2 (C): -1.3027